Below is C37H35AsAuN4P as an isolated structure, with properties calculated with ωB97M-V with the def2-TZVPD basis set.

Computed properties:
frontier orbital gap (spin up / spin down)	7.87 / 5.71	eV
relative energy (zero: lowest compared OMol25 entry of this formula, charge and spin)	2.4	kJ/mol
multiplicity	3
charge	+2
F_max	0.49	eV Å⁻¹

XYZ file:
```
79
Properties=species:S:1:pos:R:3:mulliken_charge:R:1
Au 0.107 0.666 1.223 0.59
C -3.453 5.834 2.122 -0.54
C -4.300 5.029 1.373 -0.79
C -3.841 3.830 0.848 -0.20
C -2.519 3.446 1.072 0.88
C -1.668 4.260 1.821 -0.65
C -2.136 5.453 2.344 -0.74
P -1.831 1.949 0.355 0.50
C -3.134 0.754 0.054 0.89
C -3.051 -0.079 -1.064 -0.66
C -3.994 -1.076 -1.254 -0.83
C -5.015 -1.253 -0.328 -0.59
C -5.092 -0.436 0.792 -0.85
C -4.150 0.561 0.992 -0.48
C -1.069 2.392 -1.219 0.94
C -1.764 3.143 -2.132 -0.22
C -1.166 3.510 -3.351 -1.07
C 0.121 3.132 -3.618 -0.85
C 0.873 2.384 -2.684 0.86
C 2.232 2.058 -2.940 -0.94
C 2.966 1.399 -2.010 -0.68
C 2.366 0.989 -0.783 -1.05
C 1.036 1.263 -0.491 -0.17
C 0.274 1.988 -1.458 -0.29
H -3.821 6.766 2.531 0.43
H -5.322 5.335 1.194 0.45
H -4.507 3.208 0.263 0.48
H -0.634 3.967 1.977 0.46
H -1.478 6.088 2.922 0.44
H -2.263 0.071 -1.793 0.46
H -3.943 -1.708 -2.130 0.48
H -5.757 -2.023 -0.486 0.44
H -5.894 -0.572 1.505 0.47
H -4.210 1.195 1.868 0.54
H -2.776 3.465 -1.918 0.50
H -1.720 4.107 -4.063 0.45
H 0.592 3.418 -4.550 0.45
H 2.675 2.367 -3.879 0.45
H 4.008 1.168 -2.187 0.54
H 3.019 0.594 -0.015 0.90
N -2.101 -0.889 4.573 -0.10
C -2.223 0.465 4.781 -0.76
C -1.456 1.049 3.831 -0.44
N -0.858 0.067 3.058 -0.03
C -1.271 -1.095 3.530 0.54
C -0.878 -2.400 3.030 -0.16
N -0.189 -2.592 1.932 0.18
C -0.030 -3.949 1.830 -0.11
C -0.632 -4.578 2.880 -1.05
N -1.174 -3.581 3.642 -0.06
H -2.554 -1.594 5.131 0.20
H -2.831 0.878 5.565 0.45
H -1.257 2.094 3.675 0.55
H 0.503 -4.403 1.012 0.35
H -0.711 -5.615 3.153 0.44
H -1.662 -3.732 4.509 0.17
C 0.260 -2.317 -1.318 -0.83
As 2.119 -1.781 -1.228 0.68
C 2.783 -1.967 0.578 -1.17
C 3.088 -3.249 -2.150 -1.32
C 4.546 -2.953 -2.302 0.49
C 5.453 -3.351 -1.325 -0.22
C 6.802 -3.051 -1.455 -0.70
C 7.253 -2.350 -2.563 -0.44
C 6.352 -1.949 -3.543 -0.67
C 5.006 -2.247 -3.411 -0.32
H -0.105 -2.082 -2.317 0.45
H -0.329 -1.792 -0.571 -0.03
H 0.195 -3.392 -1.148 0.50
H 2.697 -3.008 0.887 0.48
H 2.216 -1.345 1.267 0.18
H 3.832 -1.671 0.575 0.51
H 2.578 -3.397 -3.101 0.64
H 2.894 -4.093 -1.483 0.57
H 5.109 -3.920 -0.468 0.38
H 7.503 -3.373 -0.696 0.40
H 8.305 -2.127 -2.672 0.41
H 6.704 -1.411 -4.412 0.41
H 4.304 -1.940 -4.179 0.39
```